{"formula": "C4H8O2", "method": "ωB97M-V/def2-TZVPD", "e_homo_ev": -9.572, "smiles": "CC1(O)COC1", "symbols": ["C", "C", "O", "C", "O", "C", "H", "H", "H", "H", "H", "H", "H", "H"], "coordinates": [[1.541, 0.144, -0.244], [0.154, -0.135, 0.316], [0.329, -0.756, 1.566], [-0.809, -0.798, -0.694], [-1.547, 0.402, -0.947], [-0.792, 1.060, 0.265], [1.472, 0.618, -1.229], [2.098, -0.795, -0.344], [2.099, 0.805, 0.428], [-0.535, -0.784, 2.001], [-1.417, -1.598, -0.242], [-0.364, -1.164, -1.624], [-1.843, 0.924, 0.656], [-0.380, 2.059, 0.008]]}

=====

{"formula": "C4H8O2", "method": "ωB97M-V/def2-TZVPD", "e_homo_ev": -9.689, "smiles": "C[C@H]1COCO1", "symbols": ["C", "C", "C", "O", "C", "O", "H", "H", "H", "H", "H", "H", "H", "H"], "coordinates": [[-1.789, 0.023, 0.462], [-0.298, 0.006, 0.379], [0.369, -1.073, -0.398], [1.691, -0.396, -0.666], [1.584, 0.933, -0.408], [0.213, 1.204, -0.155], [-2.168, -0.916, 0.874], [-2.116, 0.849, 1.092], [-2.214, 0.169, -0.528], [0.141, -0.147, 1.384], [0.520, -2.014, 0.128], [-0.052, -1.346, -1.355], [2.193, 1.199, 0.453], [1.928, 1.507, -1.261]]}

=====

{"formula": "C4H8O2S", "method": "ωB97M-V/def2-TZVPD", "e_homo_ev": -9.229, "smiles": "OC[C@@]1(CS)CO1", "symbols": ["O", "C", "C", "C", "S", "C", "O", "H", "H", "H", "H", "H", "H", "H", "H"], "coordinates": [[0.285, 2.013, 0.223], [-0.684, 1.191, -0.335], [-0.399, -0.302, -0.171], [0.858, -0.773, -0.761], [2.419, -0.470, 0.199], [-0.983, -1.035, 0.953], [-1.556, -1.150, -0.367], [0.300, 1.893, 1.170], [-0.655, 1.400, -1.419], [-1.684, 1.306, 0.117], [1.007, -0.425, -1.792], [0.850, -1.864, -0.778], [2.380, 0.843, -0.024], [-1.633, -0.620, 1.718], [-0.506, -2.008, 1.268]]}

=====

{"formula": "C4H8O2S", "method": "ωB97M-V/def2-TZVPD", "e_homo_ev": [-7.424, -7.408], "symbols": ["C", "C", "C", "C", "O", "O", "S", "H", "H", "H", "H", "H", "H", "H", "H"], "coordinates": [[-0.430, -2.356, -0.108], [-0.343, 0.343, 1.317], [0.153, 0.716, -1.243], [-0.744, 0.380, -0.129], [-0.757, -4.563, 1.039], [-1.985, 0.373, -0.427], [-1.114, -3.118, 1.127], [0.337, -2.747, -0.784], [-1.057, 0.925, 1.859], [0.553, 0.998, 1.385], [-0.253, -0.665, 1.718], [0.127, -0.005, -2.020], [-0.133, 1.622, -1.675], [1.190, 0.785, -0.922], [-2.493, 0.307, 0.437]]}

=====

{"formula": "C4H8O2S", "method": "ωB97M-V/def2-TZVPD", "e_homo_ev": -9.252, "smiles": "O=C(O)CCCS", "symbols": ["O", "C", "O", "C", "C", "C", "S", "H", "H", "H", "H", "H", "H", "H", "H"], "coordinates": [[-0.702, -2.564, -0.675], [-0.077, -1.621, -1.118], [0.474, -1.967, -2.277], [0.179, -0.220, -0.770], [-0.058, 0.082, 0.656], [0.226, 1.634, 0.868], [-0.667, 2.452, 2.291], [0.467, -2.949, -2.303], [1.142, 0.171, -1.069], [-0.319, 0.412, -1.596], [0.749, -0.469, 1.211], [-1.106, -0.450, 0.912], [1.221, 1.729, 1.174], [0.019, 2.165, -0.022], [-1.548, 1.597, 2.718]]}

=====

{"formula": "C4H8O2S", "method": "ωB97M-V/def2-TZVPD", "e_homo_ev": -9.496, "symbols": ["O", "C", "O", "C", "C", "C", "S", "H", "H", "H", "H", "H", "H", "H", "H"], "coordinates": [[0.775, 2.417, 0.380], [1.312, 1.148, 0.245], [2.061, 0.635, -0.640], [0.445, 0.304, 1.197], [-0.703, -0.071, 0.260], [-0.345, -0.870, -1.004], [-2.711, -2.617, -1.186], [1.822, 2.178, 0.708], [0.369, 0.816, 2.166], [0.940, -0.672, 1.360], [-1.365, -0.716, 0.856], [-1.304, 0.817, -0.017], [0.160, -1.813, -0.977], [-0.151, -0.251, -1.914], [-1.305, -1.305, -1.435]]}

=====

{"formula": "C4H8O3", "method": "ωB97M-V/def2-TZVPD", "e_homo_ev": -10.205, "smiles": "C[C@@H](O)[C@@H](O)C=O", "symbols": ["C", "C", "O", "C", "O", "C", "O", "H", "H", "H", "H", "H", "H", "H", "H"], "coordinates": [[-0.710, -1.244, -0.963], [0.537, -0.730, -0.255], [1.428, -0.354, -1.272], [0.333, 0.447, 0.775], [1.325, 1.421, 0.598], [-1.028, 1.106, 0.826], [-1.147, 2.311, 0.785], [-0.420, -2.116, -1.558], [-1.504, -1.555, -0.277], [-1.099, -0.489, -1.655], [0.960, -1.562, 0.329], [2.082, 0.237, -0.871], [0.436, 0.003, 1.781], [0.870, 2.282, 0.635], [-1.899, 0.447, 0.998]]}

=====

{"formula": "C4H8O3", "method": "ωB97M-V/def2-TZVPD", "e_homo_ev": [-8.606, -8.606], "symbols": ["C", "O", "C", "O", "C", "C", "O", "H", "H", "H", "H", "H", "H", "H", "H"], "coordinates": [[-2.444, -0.134, 0.080], [-1.201, 0.559, 0.234], [-0.401, 0.921, -1.062], [-1.030, 0.854, -2.063], [0.495, -0.188, 0.538], [1.867, 0.070, -0.064], [2.756, -0.631, 0.792], [-2.341, -0.985, -0.605], [-2.784, -0.466, 1.063], [-3.170, 0.565, -0.343], [0.445, 0.164, 1.565], [0.174, -1.225, 0.439], [1.911, -0.307, -1.093], [2.068, 1.145, -0.074], [3.655, -0.340, 0.593]]}

=====

{"formula": "C4H8O3", "method": "ωB97M-V/def2-TZVPD", "e_homo_ev": -10.692, "smiles": "CC[C@@H](O)C(=O)O", "symbols": ["C", "C", "C", "O", "C", "O", "O", "H", "H", "H", "H", "H", "H", "H", "H"], "coordinates": [[1.415, 0.717, -0.549], [-0.181, 0.661, -0.751], [-1.116, -0.135, 0.249], [-2.165, -0.816, -0.380], [-0.176, -1.068, 0.957], [-0.123, -2.256, 0.780], [0.672, -0.384, 1.742], [1.893, -0.212, -0.195], [1.820, 1.494, 0.127], [1.870, 0.912, -1.523], [-0.636, 1.655, -0.883], [-0.345, 0.136, -1.694], [-1.570, 0.523, 1.008], [-1.961, -1.765, -0.321], [0.603, 0.536, 1.433]]}

=====

{"formula": "C4H8O3", "method": "ωB97M-V/def2-TZVPD", "e_homo_ev": -10.428, "smiles": "C[C@H](O)CC(=O)O", "symbols": ["C", "C", "O", "C", "C", "O", "O", "H", "H", "H", "H", "H", "H", "H", "H"], "coordinates": [[-0.920, -1.088, 1.521], [-0.264, -0.678, 0.206], [1.047, -1.299, 0.211], [-0.184, 0.839, 0.061], [0.273, 1.303, -1.295], [-0.362, 1.966, -2.069], [1.527, 0.879, -1.600], [-0.480, -0.466, 2.296], [-2.013, -1.069, 1.461], [-0.638, -2.125, 1.702], [-0.729, -1.155, -0.657], [1.603, -0.797, -0.402], [0.593, 1.164, 0.763], [-1.149, 1.291, 0.293], [1.697, 1.236, -2.492]]}

=====

Total energy values, unit eV, following the record order: -8370.29338, -8371.71939, -19206.29941, -19202.76228, -19206.93180, -19201.14623, -10419.41519, -10415.30052, -10419.78921, -10420.55844.
Relative energy (zero: lowest compared OMol25 entry of this formula, charge and spin) values, unit kcal/mol, following the record order: 68.91, 36.03, 48.40, 129.97, 33.82, 167.23, 36.63, 131.51, 28.00, 10.26.
Largest force on an atom values, unit hartree/bohr, following the record order: 0.0695, 0.0631, 0.0406, 0.0621, 0.0738, 0.1424, 0.0106, 0.0184, 0.0147, 0.0260.